The following is a quantum chemistry calculation of a molecular structure, C32H35GeHfIN2O5, from OMol25.

Each line ends with the Löwdin spin population.
Element x y z (Å)
Hf 0.81 -0.54 0.79  0.17
C 2.54 4.40 -0.48  0.00
N 2.67 2.94 -0.64  0.00
C 3.50 2.47 -1.75  0.00
C 2.08 2.12 0.17  0.01
O 2.18 0.84 0.06  0.03
C 1.20 2.63 1.30  0.00
O 0.54 1.46 1.79  0.02
C -0.44 1.64 2.83  0.00
C -1.29 0.38 2.79  0.00
O -0.98 -0.50 1.90  0.02
N -2.29 0.21 3.59  0.00
C -3.08 -1.03 3.52  0.00
C -2.68 1.18 4.62  0.00
H 3.30 4.87 -1.09  0.00
H 2.71 4.70 0.56  0.00
H 1.56 4.73 -0.82  0.00
H 4.52 2.83 -1.60  0.00
H 3.11 2.89 -2.68  0.00
H 3.49 1.39 -1.80  0.00
H 0.47 3.36 0.94  0.00
H 1.81 3.09 2.09  0.00
H -1.04 2.52 2.61  0.00
H 0.06 1.75 3.79  0.00
H -2.42 -1.88 3.36  0.00
H -3.80 -0.96 2.71  0.00
H -3.61 -1.15 4.47  0.00
H -2.19 2.14 4.48  0.00
H -2.43 0.78 5.60  0.00
H -3.76 1.32 4.56  0.00
I 7.24 -4.35 5.43  0.00
C 5.70 -3.47 4.36  0.00
C 4.80 -2.63 5.01  0.00
C 3.77 -2.05 4.31  0.00
C 3.64 -2.31 2.93  0.00
C 4.55 -3.16 2.28  0.00
C 5.58 -3.73 3.00  0.00
C 2.58 -1.72 2.21  0.00
O 2.39 -1.92 0.92  0.01
O 1.68 -0.95 2.73  0.01
H 4.91 -2.44 6.07  0.00
H 3.07 -1.40 4.81  0.00
H 4.44 -3.36 1.22  0.00
H 6.28 -4.39 2.51  0.00
C -0.27 -1.96 -0.92  0.10
Ge -0.78 0.01 -1.45  0.33
C 0.10 0.36 -3.10  0.07
C 1.31 -0.26 -3.44  0.03
C 1.88 -0.03 -4.68  0.00
C 1.25 0.85 -5.57  0.05
C 0.07 1.49 -5.22  0.00
C -0.51 1.26 -3.98  0.04
C -2.69 0.08 -1.43  0.06
C -3.30 0.87 -0.48  0.01
C -4.70 0.99 -0.41  0.00
C -5.46 0.29 -1.30  0.00
C -4.88 -0.55 -2.29  0.00
C -5.69 -1.26 -3.20  0.00
C -5.13 -2.06 -4.15  0.00
C -3.73 -2.17 -4.24  0.00
C -2.92 -1.49 -3.38  0.00
C -3.47 -0.66 -2.37  0.01
H -0.41 -2.46 -1.88  0.01
H -0.99 -2.39 -0.22  0.00
H 0.75 -2.33 -0.67  0.00
H 1.80 -0.95 -2.76  0.00
H 2.79 -0.53 -4.96  0.00
H 1.69 1.03 -6.54  0.00
H -0.41 2.16 -5.92  0.00
H -1.44 1.75 -3.72  0.00
H -2.69 1.44 0.22  0.00
H -5.16 1.63 0.32  0.00
H -6.54 0.36 -1.26  0.00
H -6.77 -1.17 -3.13  0.00
H -5.76 -2.60 -4.85  0.00
H -3.29 -2.80 -5.01  0.00
H -1.84 -1.58 -3.49  0.00

Calculated total energy in a.u.: -4147.95903
Charge: +3
E_LUMO (spin up / spin down) in eV: -8.575 / -10.706
Spin multiplicity: 2
HOMO-LUMO gap (spin up / spin down) in eV: 6.314 / 4.183